Record 1
ORCA calculation (wB97M-V/def2-TZVPD) on a 10-piece molecular cluster, C28H81ClN7O13 overall.

Summary:
strongest force on any atom = 0.036 hartree/bohr
E_tot = -2936.7355 hartree
E_LUMO = 2.410 eV
spin multiplicity = 1
energy relative to the best compared isomer or geometry (same formula, charge and spin) = 17.52 kcal per mole
charge = -1
orbital gap = 9.2 eV

Positions of all 130 atoms, in Å:
Cl -0.16610 -0.52641 0.16954
O 0.18998 -1.75547 -0.50076
O -1.32839 0.01864 -0.49497
O -0.44910 -0.81561 1.56643
O 0.90395 0.39458 0.04011
O 1.50930 -3.48798 1.85500
H 1.21638 -4.40545 1.80658
H 0.69233 -2.96386 1.79570
O 3.22518 2.67461 -0.50176
H 3.79499 2.46396 -1.26461
H 2.66322 1.89526 -0.40626
C 3.24486 0.30882 -2.42785
C 4.66075 0.44534 -2.96194
C 4.67861 0.79773 -4.44334
O 6.01102 0.90263 -4.87416
C 6.11501 1.17816 -6.25210
N 5.35794 1.53914 -2.25598
H 2.72517 1.24323 -2.62986
H 3.22520 -0.02948 -1.39372
H 2.77290 -0.52278 -2.96163
H 5.19064 -0.51245 -2.87653
H 4.16301 1.76485 -4.54995
H 4.10357 0.07806 -5.03820
H 5.63937 0.37304 -6.82315
H 7.15728 1.26613 -6.54494
H 5.59356 2.11757 -6.46889
H 5.58814 1.29711 -1.29393
H 6.28402 1.60820 -2.67749
C -2.83169 -4.07039 5.58803
C -2.08898 -2.97653 4.81662
C -0.62739 -3.27984 4.49547
O 0.14751 -3.54836 5.63020
C 1.53179 -3.52091 5.32726
N -2.77329 -2.66699 3.56657
H -3.07664 -4.97333 5.02754
H -3.75781 -3.62756 5.96547
H -2.28557 -4.39942 6.47496
H -2.07586 -2.11302 5.49850
H -0.23217 -2.41499 3.94641
H -0.67305 -4.11426 3.77848
H 1.81753 -2.59660 4.82120
H 1.71209 -4.37979 4.66663
H 2.09706 -3.71531 6.23657
H -3.65546 -2.22549 3.80969
H -2.23532 -1.95855 3.06538
C -4.27169 4.19639 -7.06044
C -3.11535 3.43185 -6.40936
C -3.32128 3.05272 -4.92703
O -2.30086 2.12085 -4.57659
C -2.62911 1.42781 -3.36387
N -2.92131 2.19259 -7.21457
H -4.23754 5.21012 -6.64677
H -5.26501 3.78570 -6.87266
H -4.15963 4.25903 -8.14001
H -2.19081 4.01242 -6.42685
H -4.30294 2.58936 -4.78163
H -3.12369 3.92372 -4.29425
H -1.72246 1.09668 -2.86422
H -3.15709 0.53832 -3.72570
H -3.26104 1.98834 -2.67553
H -3.74316 1.61381 -7.00128
H -2.25649 1.64201 -6.65466
C 3.81746 -5.21109 -0.86138
C 3.43353 -3.89778 -1.53493
C 2.22344 -4.10265 -2.42756
O 1.97387 -2.92018 -3.15768
C 0.71715 -2.83741 -3.75701
N 3.23858 -2.87029 -0.50396
H 4.21108 -5.99812 -1.50506
H 2.92102 -5.62519 -0.37971
H 4.50484 -5.07574 -0.02614
H 4.22135 -3.62619 -2.24708
H 1.31322 -4.34998 -1.86633
H 2.50358 -4.89193 -3.14268
H 0.65433 -1.92952 -4.35631
H -0.07376 -2.74190 -3.00374
H 0.50953 -3.69132 -4.41204
H 2.76014 -2.10710 -0.98615
H 2.48406 -3.24083 0.09281
C -1.29878 0.87645 5.71191
C 0.09551 1.39955 5.60405
C 0.80254 0.77965 4.39807
O 2.15392 1.15598 4.31852
C 2.77331 0.42411 3.27790
N 0.02848 2.87911 5.35198
H -1.38506 -0.21727 5.77807
H -1.91457 1.05763 4.82210
H -1.83985 1.22556 6.59212
H 0.60322 1.18426 6.54698
H 0.26325 1.06018 3.48658
H 0.70237 -0.31138 4.54311
H 2.54426 -0.64176 3.37796
H 3.85667 0.52175 3.25962
H 2.37659 0.74991 2.31048
H 0.99216 3.20431 5.34619
H -0.23741 2.90195 4.36630
C 1.35160 5.48241 3.43560
C 1.76098 4.41713 2.45207
C 0.61048 3.89742 1.59294
O -0.47080 3.50577 2.44364
C -1.63432 3.10261 1.75674
N 2.76504 4.95075 1.48381
H 0.52489 5.11587 4.04869
H 1.12692 6.41300 2.91899
H 2.12496 5.65137 4.19224
H 2.13709 3.50811 2.93704
H 0.88683 2.98339 1.05419
H 0.23092 4.65238 0.89235
H -2.47711 3.04386 2.43995
H -1.49667 2.17886 1.18583
H -1.91903 3.86136 1.01715
H 3.66184 4.86543 1.96276
H 2.84549 4.21082 0.78332
C -5.91109 0.12407 -1.44744
C -5.39250 -0.38886 -0.11882
C -4.52683 -1.62736 -0.28447
O -5.31460 -2.75965 -0.66503
C -4.51805 -3.91732 -0.64617
N -4.68254 0.64098 0.66274
H -6.64336 0.92946 -1.38736
H -6.45893 -0.65647 -1.98685
H -5.09034 0.38883 -2.12228
H -6.30357 -0.60862 0.45136
H -4.07730 -1.90444 0.67303
H -3.78892 -1.33870 -1.04105
H -5.06619 -4.69435 -1.17906
H -4.20266 -4.22136 0.35571
H -3.58187 -3.82820 -1.21564
H -4.35554 0.13139 1.48177
H -3.82097 0.90927 0.18436

***

Record 2
ORCA calculation (wB97M-V/def2-TZVPD) on C39H23Br2FeIN4O3PS5 as an isolated structure.

Summary:
strongest force on any atom = 0.017 hartree/bohr
E_tot = -10986.4478 hartree
E_LUMO (spin up / spin down) = 1.289 / -0.602 eV
spin multiplicity = 5
energy relative to the best compared isomer or geometry (same formula, charge and spin) = 2.68 kcal per mole
charge = -1
orbital gap (spin up / spin down) = 6.2 / 4.4 eV

Positions of all 79 atoms, in Å:
Fe 0.06169 0.34339 1.22870
Br -4.94859 -0.22415 1.49917
C -3.72323 -0.00162 2.92013
C -4.19819 0.07930 4.24075
C -3.33968 0.25352 5.28749
Br -4.03780 0.36005 7.05070
C -1.94261 0.35687 5.06813
C -0.95184 0.54099 6.05838
C 0.36452 0.62023 5.69781
C 0.71829 0.51222 4.33968
N -0.18208 0.34653 3.40581
C -1.49269 0.27042 3.73977
C -2.37685 0.09151 2.61754
O -1.87470 0.03107 1.42957
H -5.26221 0.00342 4.41701
H -1.24898 0.61921 7.09558
H 1.13904 0.76319 6.43816
H 1.75194 0.56159 4.01663
I -2.40922 2.65218 -0.25382
C -0.90909 3.74815 -1.18803
C -0.75472 5.05018 -0.80566
C 0.05522 5.93008 -1.54984
C 0.61179 5.50324 -2.71643
C 0.47223 4.15621 -3.13115
C 0.98875 3.74958 -4.38599
C 0.86194 2.46126 -4.80620
C 0.33747 1.50020 -3.92013
C -0.14126 1.83248 -2.67686
P -0.28095 0.44153 -1.46651
C 1.08390 -0.62932 -2.08086
C 0.89926 -1.84926 -2.72470
C 1.99532 -2.61192 -3.11648
C 3.28268 -2.16312 -2.86649
C 3.47649 -0.94423 -2.22647
C 2.38592 -0.18516 -1.83876
C -1.77570 -0.48553 -1.94400
C -2.08883 -1.62804 -1.20761
C -3.25261 -2.33480 -1.45940
C -4.13488 -1.89354 -2.43788
C -3.84236 -0.74793 -3.16137
C -2.66841 -0.04660 -2.91549
C -0.20232 3.21631 -2.30549
H -1.29068 5.41840 0.05823
H 0.18072 6.95147 -1.21538
H 1.17283 6.18032 -3.34913
H 1.47278 4.49391 -5.00742
H 1.22866 2.15231 -5.77640
H 0.38887 0.45741 -4.20755
H -0.10007 -2.21216 -2.92783
H 1.83567 -3.56008 -3.61574
H 4.13591 -2.76254 -3.15848
H 4.47650 -0.59771 -2.00059
H 2.55055 0.75866 -1.33317
H -1.42773 -1.96058 -0.41395
H -3.48105 -3.21675 -0.87395
H -5.05359 -2.43556 -2.62399
H -4.53097 -0.38993 -3.91662
H -2.45201 0.85166 -3.48013
C 2.57031 -2.87122 0.92362
S 2.40854 -4.61508 1.37412
C 0.73109 -4.96920 1.15230
C -0.39245 -4.20611 1.51867
S -0.44479 -2.70256 2.21117
S -1.92497 -5.02915 1.21419
C -1.31825 -6.53072 0.62423
S -2.22783 -7.80731 0.16981
S 0.41828 -6.53717 0.51309
H 3.64419 -2.68672 0.91446
H 2.12042 -2.21863 1.66171
H 2.15561 -2.71034 -0.06859
O 0.51595 2.24053 1.22072
O 1.92805 2.42974 1.49763
N 1.84740 0.17013 1.20469
C 2.54934 1.26550 1.36243
C 3.97054 1.28867 1.39409
C 4.66922 0.07348 1.23891
N 5.23891 -0.92639 1.11385
C 4.69407 2.49266 1.54993
N 5.29335 3.47138 1.68560